Record 1
An isolated molecule of C3H4ClN3 at a distorted geometry. Source: the Open Molecules 2025 dataset; level of theory: the ωB97M-V functional and the def2-TZVPD basis.

Calculated values
SMILES: Cc1nn[nH]c1Cl
Energy relative to the best compared isomer or geometry (same formula, charge and spin) (kJ/mol): 102.6

Each line ends with the Löwdin charge.
Cartesian coordinates (Å):
C1 -1.985 -0.863 -0.665  -0.0440
C2 -0.604 -0.781 -0.022  -0.3420
N1 0.179 -1.858 0.327  0.0365
N2 1.337 -1.435 0.773  -0.0170
N3 1.390 -0.118 0.545  -0.0155
C3 0.215 0.317 0.016  -0.6698
Cl1 -0.077 2.001 -0.338  0.6660
H1 -2.344 -1.900 -0.841  0.0848
H2 -2.746 -0.382 -0.021  0.0790
H3 -1.944 -0.322 -1.603  0.0640
H4 2.237 0.427 0.713  0.1580

Record 2
A cluster of 2 separate species, CClN3S in total at a distorted geometry. Source: the Open Molecules 2025 dataset; level of theory: the ωB97M-V functional and the def2-TZVPD basis.

Calculated values
SMILES: N#[N+][S-].N#CCl
Energy relative to the best compared isomer or geometry (same formula, charge and spin) (kJ/mol): 75.0

Each line ends with the Löwdin charge.
Cartesian coordinates (Å):
N1 -3.000 -0.076 -0.722  0.1688
N2 -2.148 0.392 -0.195  -0.7807
S1 -1.006 1.057 0.555  0.6613
N3 1.078 -1.281 0.504  0.0662
C1 1.947 -0.580 0.232  -0.7824
Cl1 3.129 0.487 -0.374  0.6669

Record 3
A structure of composition C16H24CrF4N2O at a distorted geometry. Source: the Open Molecules 2025 dataset; level of theory: the ωB97M-V functional and the def2-TZVPD basis.

Calculated values
⟨S²⟩: 6.012
Multiplicity: 5

Each line ends with the Löwdin charge.
Cartesian coordinates (Å):
Cr1 0.225 0.158 0.187  0.8651
C1 -1.915 -0.851 -1.894  -0.0692
C2 -2.426 0.422 -1.235  -0.2216
N1 -1.879 0.646 0.129  -0.2514
C3 -2.711 -0.089 1.110  -0.2288
C4 -2.155 -0.097 2.530  -0.0721
C5 -1.892 2.101 0.424  -0.1639
C6 -0.776 2.855 -0.303  -0.2064
N2 0.413 2.017 -0.299  -0.1197
C7 1.595 2.477 -0.750  -0.1785
C8 2.692 1.591 -0.644  -0.1187
F1 2.399 0.354 -0.098  0.0155
C9 3.968 1.877 -1.046  -0.2316
F2 4.937 0.971 -0.878  0.1009
C10 4.262 3.099 -1.621  0.0558
C11 3.213 3.991 -1.762  -0.2254
F3 3.454 5.175 -2.334  0.0970
C12 1.930 3.715 -1.341  -0.1378
F4 0.981 4.656 -1.532  0.0768
H1 -2.403 -0.993 -2.858  0.0841
H2 -2.108 -1.726 -1.275  0.0677
H3 -0.837 -0.784 -2.053  0.0674
H4 -3.520 0.403 -1.173  0.1251
H5 -2.153 1.274 -1.857  0.1156
H6 -2.771 -1.118 0.760  0.1104
H7 -3.723 0.335 1.105  0.1252
H8 -1.094 -0.346 2.502  0.0579
H9 -2.661 -0.866 3.111  0.0836
H10 -2.301 0.855 3.041  0.0689
H11 -1.749 2.224 1.497  0.1138
H12 -2.866 2.531 0.161  0.1338
H13 -0.608 3.797 0.227  0.1241
H14 -1.079 3.117 -1.322  0.1128
H15 5.257 3.350 -1.953  0.1323
C13 1.708 -3.093 1.692  -0.0417
C14 0.463 -2.960 0.798  -0.7461
C15 -0.670 -3.819 1.378  -0.0426
C16 0.827 -3.462 -0.609  -0.0409
O1 0.041 -1.641 0.757  -0.3431
H16 1.973 -4.142 1.844  0.0805
H17 1.514 -2.629 2.660  0.0811
H18 2.550 -2.580 1.224  0.0776
H19 -0.408 -4.879 1.405  0.0798
H20 -1.571 -3.697 0.773  0.0737
H21 -0.888 -3.481 2.393  0.0795
H22 1.203 -4.487 -0.575  0.0820
H23 1.602 -2.815 -1.027  0.0792
H24 -0.043 -3.436 -1.267  0.0722

Record 4
An isolated molecule of C3H2N2O at a distorted geometry. Source: the Open Molecules 2025 dataset; level of theory: the ωB97M-V functional and the def2-TZVPD basis.

Calculated values
Energy relative to the best compared isomer or geometry (same formula, charge and spin) (kJ/mol): 372.6

Each line ends with the Löwdin charge.
Cartesian coordinates (Å):
O1 -1.355 -0.255 0.805  0.0612
C1 -0.193 0.218 0.279  -0.2988
C2 -0.248 1.464 -0.399  -0.1712
N1 -0.253 2.495 -0.932  0.1696
C3 0.827 -0.702 -0.120  -0.2698
N2 1.783 -1.446 -0.137  0.2011
H1 -1.167 -0.655 1.664  0.1250
H2 0.605 -1.120 -1.161  0.1830

no.,total energy (eV)
1,-20167.4942
2,-28862.8248
3,-61300.5551
4,-8165.8511